Version 1
{"formula": "CH4O2SSi", "method": "wB97M-V/def2-TZVPD", "smiles": "O=S(=O)=C[SiH3]", "orbital_gap_ha": [0.313, 0.313], "homo_energy_ev": [-9.8, -9.8], "total_charge": 0, "spin_multiplicity": 1, "symbols": ["C", "O", "O", "Si", "S", "H", "H", "H", "H"], "positions_angstrom": [[-0.2822, 0.5505, 0.0393], [-2.8653, 0.9676, 0.0275], [-2.0745, -1.4177, -0.3795], [1.5090, -0.2261, 0.0057], [-1.8648, -0.0846, 0.0872], [-0.4301, 1.6252, 0.3765], [1.7387, -1.4224, 0.8096], [2.6660, 0.7161, 0.3884], [1.6032, -0.7086, -1.3547]]}


Version 2
{"formula": "CH4O2SSi", "method": "wB97M-V/def2-TZVPD", "smiles": "C1O[SiH2]OS1", "orbital_gap_ha": 0.300, "homo_energy_ev": -8.1, "total_charge": 0, "spin_multiplicity": 1, "symbols": ["C", "O", "O", "Si", "S", "H", "H", "H", "H"], "positions_angstrom": [[-0.7043, -1.2598, 0.0703], [-0.6217, 1.4934, -0.0710], [0.5690, -0.6455, -0.1581], [1.0426, 1.1838, 0.0504], [-1.7787, 0.3027, -0.0204], [-0.6038, -2.0384, 0.8788], [1.8501, 1.1765, -1.2961], [1.3292, 1.4831, 1.4092], [-1.0823, -1.6957, -0.8631]]}


Pick version 2: it beats the second-best structure by 1.940 eV.


Version 1
{"formula": "C4H7NS3", "method": "wB97M-V/def2-TZVPD", "smiles": "C1=N\\SCSCSC/1", "orbital_gap_ha": 0.334, "homo_energy_ev": -8.8, "total_charge": 0, "spin_multiplicity": 1, "symbols": ["C", "C", "C", "C", "H", "H", "H", "H", "H", "H", "H", "N", "S", "S", "S"], "positions_angstrom": [[-1.1984, 1.1906, 0.9215], [0.6352, 1.0706, -1.2036], [0.2171, -1.9574, -0.3005], [0.5924, -1.0199, 0.8694], [-1.8003, 1.8267, 1.6904], [-1.7624, 0.7653, 0.0219], [1.6865, 0.8488, -0.8178], [0.4493, 1.9776, -1.8059], [0.0226, -3.0616, 0.0288], [1.4293, -0.2088, 0.6764], [0.9938, -1.6591, 1.6520], [-0.2739, -1.6794, -1.5262], [-0.0497, 2.2925, 0.0997], [-0.2594, -0.1175, -2.2000], [-0.6820, -0.2685, 1.8940]]}


Version 2
{"formula": "C4H7NS3", "method": "wB97M-V/def2-TZVPD", "smiles": "C[C@@H](/C=N/S)SC=S", "orbital_gap_ha": 0.308, "homo_energy_ev": -8.7, "total_charge": 0, "spin_multiplicity": 1, "symbols": ["C", "C", "C", "C", "H", "H", "H", "H", "H", "H", "H", "N", "S", "S", "S"], "positions_angstrom": [[-0.5801, 0.4380, -2.1083], [0.3527, -0.1384, -1.0698], [-1.8092, -0.8876, 0.4620], [1.0642, 0.7628, -0.1003], [-1.0825, -0.3368, -2.7382], [-1.3987, 1.0161, -1.6738], [-0.1454, 1.2194, -2.7831], [1.2109, -0.6606, -1.5709], [-1.8633, 0.1659, 0.4301], [0.4561, 1.1731, 0.7427], [4.1554, 2.0977, 0.5759], [2.3453, 0.9255, -0.1099], [-0.3371, -1.5649, -0.0227], [-3.2497, -1.5251, 0.8529], [2.8421, 2.3274, 0.7126]]}


Version 3
{"formula": "C4H7NS3", "method": "wB97M-V/def2-TZVPD", "orbital_gap_ha": 0.299, "homo_energy_ev": -8.4, "total_charge": 0, "spin_multiplicity": 1, "symbols": ["C", "C", "C", "C", "H", "H", "H", "H", "H", "H", "H", "N", "S", "S", "S"], "positions_angstrom": [[2.8592, 0.2173, -0.6921], [1.3562, 0.2995, -1.1517], [-1.1891, 1.2594, -0.1498], [-2.1782, -1.8228, 1.7332], [3.2667, 0.6176, -2.0727], [3.1135, -1.1256, -0.5234], [3.1819, 0.9012, 0.2805], [-1.4180, 2.4783, -0.1768], [-1.3940, 0.6664, -1.1177], [-2.1368, -2.8388, 1.3605], [-3.1536, -1.3794, 2.2949], [-1.5426, -0.9251, 1.2257], [0.5562, -0.1906, -2.5389], [0.5938, 1.0854, 0.2632], [-1.9150, 0.7571, 1.2654]]}


Pick version 2: it beats the second-best structure by 0.917 eV.


Version 1
{"formula": "C14H25BIrN6Si", "method": "wB97M-V/def2-TZVPD", "orbital_gap_ha": [0.314, 0.135], "homo_energy_ev": [-21.8, -21.6], "total_charge": 4, "s_squared": 8.8098, "spin_multiplicity": 6, "symbols": ["C", "N", "N", "C", "C", "B", "N", "N", "C", "C", "C", "Ir", "N", "N", "C", "C", "C", "H", "H", "H", "H", "H", "H", "H", "H", "H", "H", "H", "C", "H", "H", "H", "C", "Si", "C", "C", "C", "H", "H", "H", "H", "H", "H", "H", "H", "H", "H", "H"], "positions_angstrom": [[2.6892, -0.5796, -0.5579], [1.3422, -0.6185, -0.7825], [1.0523, 0.0900, -1.9663], [2.2522, 0.2654, -2.5747], [3.2814, -0.0970, -1.7122], [-0.3852, 0.4057, -2.6803], [-1.1322, -0.9116, -2.3340], [-0.9991, -1.6755, -1.1784], [-1.6665, -2.8412, -1.3601], [-2.0944, -2.9193, -2.6799], [-1.7171, -1.7162, -3.2697], [0.0742, -1.2985, 0.5288], [-1.1460, 1.9287, -2.8190], [-2.0712, 2.4892, -1.9316], [-2.1614, 3.8027, -2.1785], [-1.5639, 4.1065, -3.4405], [-0.9656, 2.8813, -3.8212], [-2.6130, 4.4853, -1.4537], [-0.4356, 2.6276, -4.7391], [-1.5705, 5.0641, -3.9429], [-0.0402, 0.3233, -3.8519], [-1.8148, -1.3695, -4.2838], [2.2820, 0.7006, -3.5764], [-2.6099, -3.7645, -3.1008], [4.3486, 0.0566, -1.8521], [-1.6909, -3.6076, -0.5672], [3.1138, -0.9198, 0.4131], [-2.0103, -0.7703, 0.6943], [-1.6536, -1.5403, 1.4013], [-2.2798, -2.4207, 1.1726], [-0.5544, -2.1460, 1.5582], [-1.8329, -1.1506, 2.3971], [2.1070, -1.3532, 3.0591], [0.8596, 0.0166, 3.3017], [-0.5841, -0.4917, 4.3822], [1.6239, 1.5516, 4.0683], [0.2923, 0.4244, 1.5373], [2.1221, -1.9817, 3.9586], [3.1058, -0.9193, 2.9165], [1.8745, -1.9933, 2.1863], [-0.2449, -0.4952, 5.4281], [-1.4039, 0.2352, 4.2856], [-0.9574, -1.4952, 4.1424], [2.4088, 1.9804, 3.4304], [0.8557, 2.3201, 4.2370], [2.0666, 1.2903, 5.0393], [-0.6494, 1.0006, 1.4472], [1.0956, 1.0300, 1.0691]]}


Version 2
{"formula": "C14H25BIrN6Si", "method": "wB97M-V/def2-TZVPD", "orbital_gap_ha": [0.311, 0.134], "homo_energy_ev": [-21.9, -21.7], "total_charge": 4, "s_squared": 8.8111, "spin_multiplicity": 6, "symbols": ["C", "N", "N", "C", "C", "B", "N", "N", "C", "C", "C", "Ir", "N", "N", "C", "C", "C", "H", "H", "H", "H", "H", "H", "H", "H", "H", "H", "H", "C", "H", "H", "H", "C", "Si", "C", "C", "C", "H", "H", "H", "H", "H", "H", "H", "H", "H", "H", "H"], "positions_angstrom": [[-0.0621, 2.6378, -1.8744], [-0.0442, 1.3259, -1.4495], [-1.3129, 0.8031, -1.6070], [-1.9614, 1.6275, -2.4836], [-1.2373, 2.8106, -2.6231], [-1.8816, -0.6683, -1.2691], [-0.6082, -1.5508, -1.4576], [0.6991, -1.1492, -1.2814], [1.5110, -2.1164, -1.7895], [0.7150, -3.0211, -2.4982], [-0.5911, -2.5971, -2.3330], [1.4460, 0.5944, -0.5101], [-3.0955, -1.0400, -0.0060], [-2.7801, -1.3394, 1.3350], [-3.8676, -1.1727, 2.0850], [-4.9871, -1.1173, 1.2214], [-4.4582, -1.0587, -0.0846], [-3.7562, -1.0703, 3.1596], [-4.9653, -1.0593, -1.0501], [-6.0078, -1.0830, 1.5403], [-2.6816, -0.8759, -2.1755], [-1.5359, -3.0232, -2.6691], [-2.9356, 1.3757, -2.8348], [1.1051, -3.8644, -3.0313], [-1.5440, 3.7125, -3.0677], [2.5461, -2.0100, -1.7614], [0.7313, 3.2885, -1.6688], [1.3111, -1.0479, 0.9347], [2.3737, -0.6398, 0.7074], [2.8806, -1.5244, 0.3473], [2.7965, 0.2064, -0.0325], [2.7227, -0.3248, 1.6778], [2.9615, 3.3849, 0.1302], [2.2469, 2.7265, 1.7209], [3.4781, 1.7574, 2.7339], [1.5549, 4.0834, 2.8113], [0.8300, 1.6110, 1.1333], [4.0241, 3.6060, 0.2879], [2.4486, 4.3143, -0.1512], [2.8752, 2.6686, -0.7093], [4.1539, 2.4688, 3.2254], [2.9648, 1.1775, 3.5112], [4.0887, 1.0833, 2.1242], [0.7377, 4.6335, 2.3293], [1.1796, 3.6728, 3.7578], [2.3511, 4.7978, 3.0509], [0.4238, 0.8855, 1.8650], [-0.0166, 2.2642, 0.8227]]}


Pick version 1: it beats the second-best structure by 0.482 eV.


Version 1
{"formula": "C8H14BN", "method": "wB97M-V/def2-TZVPD", "smiles": "CCB(CC)n1cccc1", "orbital_gap_ha": 0.301, "homo_energy_ev": -7.9, "total_charge": 0, "spin_multiplicity": 1, "symbols": ["B", "C", "C", "C", "C", "C", "C", "C", "C", "N", "H", "H", "H", "H", "H", "H", "H", "H", "H", "H", "H", "H", "H", "H"], "positions_angstrom": [[-0.1898, 0.0710, -0.4194], [2.5339, 1.3430, 1.9759], [2.4058, -0.0064, 2.3300], [1.4410, 1.5816, 1.0574], [1.4666, -0.5655, 1.5571], [-2.2593, 1.0822, -1.7627], [-1.0688, -2.4093, -0.1529], [-0.9525, 1.3842, -0.9684], [-0.2479, -1.3659, -1.0289], [0.8846, 0.4051, 0.8250], [3.3038, 2.1276, 2.2202], [3.1832, -0.4069, 3.0078], [1.2766, 2.3971, 0.3191], [1.1531, -1.5632, 1.2692], [-2.6020, 2.0372, -2.0852], [-2.2797, 0.4178, -2.4964], [-2.7202, 0.6919, -0.8424], [-2.2139, -2.1557, -0.1537], [-0.8134, -3.5034, -0.5248], [-0.7563, -2.3499, 0.9155], [-0.2069, 1.9090, -1.5737], [-1.2542, 2.1168, -0.2079], [0.6816, -1.9061, -1.2855], [-0.7655, -1.3323, -1.9755]]}


Version 2
{"formula": "C8H14BN", "method": "wB97M-V/def2-TZVPD", "smiles": "CB(C1C=CC=C1)N(C)C", "orbital_gap_ha": 0.332, "homo_energy_ev": -8.3, "total_charge": 0, "spin_multiplicity": 1, "symbols": ["B", "C", "C", "C", "C", "C", "C", "C", "C", "N", "H", "H", "H", "H", "H", "H", "H", "H", "H", "H", "H", "H", "H", "H"], "positions_angstrom": [[0.3862, 0.3438, -0.3766], [-2.3349, -1.8928, 0.2567], [-1.7496, -2.6635, -0.8479], [-1.4891, -1.0246, 0.7766], [-0.5064, -2.1676, -1.0931], [-0.1983, -1.1611, 0.0806], [0.3629, 0.6749, -1.9311], [0.7499, 1.1987, 2.0564], [1.6046, 2.4494, 0.1696], [0.8948, 1.2157, 0.6114], [-3.2667, -2.2493, 0.6719], [-2.2810, -3.5135, -1.1160], [-1.6905, -0.4432, 1.7028], [0.1437, -2.5006, -1.8767], [0.4384, -1.7083, 0.8094], [1.3043, 0.3046, -2.4545], [0.2761, 1.6257, -2.2912], [-0.3899, 0.0249, -2.3594], [0.3304, 0.1688, 2.2383], [1.7458, 1.0495, 2.5383], [0.2628, 2.0616, 2.4308], [2.5976, 2.6301, 0.6084], [1.8250, 2.1926, -0.8593], [0.9837, 3.3841, 0.2549]]}


Pick version 2: it beats the second-best structure by 0.369 eV.